Record 1
Below is a molecular structure, C3H7FeO3, with properties calculated with ωB97M-V/def2-TZVPD.

Each line ends with the natural charge from an NBO analysis.
CARTESIAN COORDINATES (ANGSTROEM)
O -1.281 -0.691 1.054  -0.704
C -0.243 -1.294 0.609  0.387
C 0.705 -0.542 -0.151  -0.252
O 0.596 0.779 0.376  -0.631
C 1.734 1.624 0.230  -0.260
Fe -1.372 1.149 0.319  1.586
H 0.085 -2.242 1.057  0.206
H 1.731 -0.928 -0.126  0.239
H 1.374 2.639 0.038  0.201
H 2.279 1.592 1.182  0.215
H 2.370 1.327 -0.613  0.214
O -1.343 0.879 -1.565  -1.121
H -0.148 -0.063 -1.618  0.416
H -1.178 1.606 -2.173  0.504

The HOMO energy (spin up / spin down) is -13.42 / -13.63 eV. The total charge is +1. As for the multiplicity: 5. The calculation puts the strongest force on any atom at 2.11 eV Å⁻¹. The HOMO-LUMO gap (spin up / spin down) comes out at 8.3 / 8.2 eV.

***

Record 2
Below is a molecular structure, C3H7I2N2O, with properties calculated with ωB97M-V/def2-TZVPD.

Each line ends with the natural charge from an NBO analysis.
CARTESIAN COORDINATES (ANGSTROEM)
C -0.471 1.998 -1.654  0.878
C -0.654 -0.469 -1.236  -0.412
C 0.372 -0.678 -0.486  -0.134
N -0.048 1.704 -2.738  -0.815
N 0.276 -1.093 0.975  -0.735
O -0.934 2.302 -0.613  -0.502
I 2.134 0.053 -0.950  0.312
I 0.318 -0.528 4.151  -0.161
H -0.473 -0.026 -2.239  0.292
H -1.628 -0.952 -1.113  0.243
H 0.268 -0.992 5.720  0.170
H 0.120 2.175 -3.617  0.467
H -0.587 -1.687 1.202  0.467
H 0.228 -0.136 1.372  0.467
H 1.080 -1.672 1.226  0.463

The HOMO energy is -13.48 eV. The total charge is +1. Its energy above the lowest of the compared OMol25 structures with the same formula, charge and spin is 227.83 kJ/mol. The calculation puts the strongest force on any atom at 3.64 eV Å⁻¹. The HOMO-LUMO gap comes out at 9.9 eV.

***

Record 3
Below is 2 unconnected molecules or ions with the total composition C3H7I2P, with properties calculated with ωB97M-V/def2-TZVPD.

Each line ends with the natural charge from an NBO analysis.
CARTESIAN COORDINATES (ANGSTROEM)
C -0.331 0.385 0.316  -0.407
C -0.262 0.531 1.625  -0.163
C -0.169 1.857 2.307  -0.653
H -0.307 1.228 -0.354  0.189
H -0.418 -0.586 -0.144  0.189
H -0.291 -0.337 2.270  0.193
H -1.167 2.272 2.444  0.221
H 0.292 1.762 3.288  0.214
H 0.406 2.562 1.709  0.216
I 0.697 -4.370 -4.126  -0.091
P 1.167 -2.347 -2.875  0.205
I 0.416 -0.552 -4.310  -0.089
H -0.032 -2.404 -2.150  -0.024

The HOMO energy is -9.25 eV. Its SMILES is C=CC.IPI. Its energy above the lowest of the compared OMol25 structures with the same formula, charge and spin is 22.34 kJ/mol. The calculation puts the strongest force on any atom at 0.39 eV Å⁻¹. The HOMO-LUMO gap comes out at 8.7 eV.

***

Record 4
Below is a molecular structure, C3H7IN5, with properties calculated with ωB97M-V/def2-TZVPD.

Each line ends with the natural charge from an NBO analysis.
CARTESIAN COORDINATES (ANGSTROEM)
C -0.112 -0.082 -1.016  -0.198
C 0.970 -0.032 -0.139  0.343
C -0.852 0.569 0.971  0.217
N 0.473 0.348 1.101  -0.557
N -1.191 0.400 -0.240  -0.493
N 2.561 -0.693 -1.587  -0.649
N 2.233 -0.401 -0.308  -0.418
N -4.125 0.327 1.333  -1.029
I -2.677 0.459 2.446  1.112
H -0.041 -0.424 -1.960  0.245
H 1.011 0.537 2.005  0.458
H -2.150 0.360 -0.648  0.468
H 2.105 -1.466 -2.038  0.369
H 3.546 -0.539 -1.769  0.397
H 2.643 -0.688 0.649  0.382
H -4.394 1.325 1.200  0.353

The HOMO energy is -12.00 eV. The total charge is +1. The calculation puts the strongest force on any atom at 4.99 eV Å⁻¹. The HOMO-LUMO gap comes out at 7.3 eV.

***

Record 5
Below is a gas-phase ion, C3H7INO (charge +1), with properties calculated with ωB97M-V/def2-TZVPD.

Each line ends with the natural charge from an NBO analysis.
CARTESIAN COORDINATES (ANGSTROEM)
I 3.230 0.128 -0.395  0.474
O 1.792 -1.291 -0.344  -0.724
C 0.468 -1.074 0.520  0.084
N -0.397 -0.235 -0.358  -0.372
C -1.360 0.592 0.343  -0.240
C -0.195 1.148 -0.384  -0.225
H 0.662 -0.710 1.534  0.237
H 0.228 -2.099 0.462  0.243
H -0.691 -0.644 -1.334  0.480
H -1.468 0.275 1.382  0.255
H -2.389 0.782 -0.080  0.265
H -0.463 1.380 -1.412  0.243
H 0.582 1.750 0.066  0.280

The HOMO energy is -13.30 eV. Its SMILES is IOC[NH+]1CC1. The total charge is +1. Its energy above the lowest of the compared OMol25 structures with the same formula, charge and spin is 314.63 kJ/mol. The calculation puts the strongest force on any atom at 5.35 eV Å⁻¹. The HOMO-LUMO gap comes out at 8.6 eV.

***

Record 6
Below is C3H7INP in the gas phase, with properties calculated with ωB97M-V/def2-TZVPD.

Each line ends with the natural charge from an NBO analysis.
CARTESIAN COORDINATES (ANGSTROEM)
I 2.945 -0.004 0.206  0.077
C 0.931 -0.107 -0.471  -0.309
C 0.201 1.246 0.056  -0.232
N -1.384 0.782 0.099  -0.963
P -1.679 -0.963 0.169  0.779
C 0.148 -1.264 0.160  -0.747
H 1.006 -0.196 -1.495  0.213
H 0.377 1.551 1.091  0.196
H 0.312 2.180 -0.530  0.218
H -1.732 1.426 0.852  0.382
H -1.966 -1.125 -1.132  -0.089
H 0.364 -2.360 -0.182  0.249
H 0.477 -1.167 1.177  0.227

The HOMO energy is -8.79 eV. Its SMILES is I[C@@H]1CNPC1. Its energy above the lowest of the compared OMol25 structures with the same formula, charge and spin is 73.92 kJ/mol. The calculation puts the strongest force on any atom at 3.54 eV Å⁻¹. The HOMO-LUMO gap comes out at 9.2 eV.

***

Record 7
Below is C3H7N in the gas phase, with properties calculated with ωB97M-V/def2-TZVPD.

Each line ends with the natural charge from an NBO analysis.
CARTESIAN COORDINATES (ANGSTROEM)
C -1.440 0.058 0.615  -0.653
C -0.016 -0.461 0.696  -0.234
C 1.022 -0.003 0.003  -0.019
N 1.012 0.539 -1.302  -0.852
H -1.815 -0.020 -0.401  0.211
H -2.120 -0.531 1.222  0.213
H -1.391 1.080 0.994  0.226
H 0.287 -0.847 1.669  0.198
H 1.972 -0.515 0.205  0.173
H 0.567 -0.031 -2.011  0.371
H 1.922 0.732 -1.690  0.366

The HOMO energy is -8.48 eV. Its SMILES is C/C=C\N. Its energy above the lowest of the compared OMol25 structures with the same formula, charge and spin is 69.74 kJ/mol. The calculation puts the strongest force on any atom at 3.07 eV Å⁻¹. The HOMO-LUMO gap comes out at 9.5 eV.

***

Record 8
Below is C3H7N in the gas phase, with properties calculated with ωB97M-V/def2-TZVPD.

Each line ends with the natural charge from an NBO analysis.
CARTESIAN COORDINATES (ANGSTROEM)
C -1.414 -0.026 -0.055  -0.413
N -0.108 -0.055 -0.709  -0.395
C 0.933 0.741 -0.054  -0.272
C 0.960 -0.749 -0.058  -0.256
H -2.041 -0.894 -0.413  0.206
H -1.298 -0.050 1.058  0.163
H -1.840 0.966 -0.319  0.204
H 0.731 1.158 0.938  0.185
H 1.541 1.295 -0.759  0.204
H 0.832 -1.126 0.967  0.176
H 1.704 -1.260 -0.598  0.198

The HOMO energy is -9.24 eV. Its SMILES is CN1CC1. Its energy above the lowest of the compared OMol25 structures with the same formula, charge and spin is 116.76 kJ/mol. The calculation puts the strongest force on any atom at 1.83 eV Å⁻¹. The HOMO-LUMO gap comes out at 10.5 eV.

***

Record 9
Below is 2 unconnected molecules or ions with the total composition C3H7N, with properties calculated with ωB97M-V/def2-TZVPD.

Each line ends with the natural charge from an NBO analysis.
CARTESIAN COORDINATES (ANGSTROEM)
C 1.555 -0.340 0.303  -0.370
C 2.711 0.197 -0.101  -0.398
H 0.913 -0.902 -0.367  0.192
H 1.375 -0.577 1.334  0.187
H 2.964 0.265 -1.156  0.186
H 3.620 -0.010 0.467  0.202
C -2.658 0.624 -0.291  -0.030
N -3.015 -0.249 0.549  -0.614
H -2.823 1.663 0.007  0.160
H -2.158 0.448 -1.258  0.144
H -2.484 -1.119 0.513  0.340

The HOMO energy is -9.75 eV. Its SMILES is C=C.C=N. Its energy above the lowest of the compared OMol25 structures with the same formula, charge and spin is 231.22 kJ/mol. The calculation puts the strongest force on any atom at 2.12 eV Å⁻¹. The HOMO-LUMO gap comes out at 10.8 eV.

***

Record 10
Below is C3H7N in the gas phase, with properties calculated with ωB97M-V/def2-TZVPD.

Each line ends with the natural charge from an NBO analysis.
CARTESIAN COORDINATES (ANGSTROEM)
C 0.180 -1.574 1.075  -0.647
C -0.329 -0.376 0.246  -0.212
C 0.441 0.696 -0.098  -0.048
N -0.192 1.370 -1.239  -0.819
H 1.305 -1.534 1.268  0.207
H -0.322 -1.550 2.026  0.214
H 0.039 -2.470 0.486  0.215
H -1.334 -0.496 -0.198  0.181
H 1.451 0.859 0.198  0.205
H -0.552 2.241 -0.870  0.350
H -0.990 0.882 -1.572  0.355

The HOMO energy is -8.61 eV. Its SMILES is C/C=C/N. Its energy above the lowest of the compared OMol25 structures with the same formula, charge and spin is 88.24 kJ/mol. The calculation puts the strongest force on any atom at 5.48 eV Å⁻¹. The HOMO-LUMO gap comes out at 9.9 eV.

***

Record 11
Below is C3H7N in the gas phase, with properties calculated with ωB97M-V/def2-TZVPD.

Each line ends with the natural charge from an NBO analysis.
CARTESIAN COORDINATES (ANGSTROEM)
C 0.159 -1.239 0.624  -0.433
N 0.422 -0.158 -0.365  -0.434
C -0.844 0.333 -0.473  -0.219
C 0.319 1.190 -0.030  -0.284
H 1.260 -1.246 1.012  0.210
H -0.691 -0.945 1.349  0.178
H -0.156 -2.144 -0.031  0.220
H -1.625 -0.013 0.358  0.171
H -1.232 0.430 -1.425  0.196
H 0.772 1.343 1.050  0.181
H 0.917 1.973 -0.484  0.215

The HOMO energy is -8.98 eV. Its SMILES is CN1CC1. Its energy above the lowest of the compared OMol25 structures with the same formula, charge and spin is 331.25 kJ/mol. The calculation puts the strongest force on any atom at 4.89 eV Å⁻¹. The HOMO-LUMO gap comes out at 10.2 eV.

***

Record 12
Below is a gas-phase ion, C3H7N2 (charge +1), with properties calculated with ωB97M-V/def2-TZVPD.

Each line ends with the natural charge from an NBO analysis.
CARTESIAN COORDINATES (ANGSTROEM)
C -1.395 -0.679 -0.161  -0.077
C -1.830 0.601 0.173  -0.117
C 1.036 -0.748 0.140  -0.098
N -0.188 -1.218 -0.035  -0.194
N 1.517 0.547 -0.157  -0.755
H -2.050 -1.561 -0.375  0.273
H -1.261 1.212 0.763  0.204
H -2.778 0.933 -0.194  0.240
H 0.796 -0.643 1.318  0.391
H 1.727 -1.580 -0.212  0.283
H 0.912 1.188 -0.646  0.407
H 2.545 0.774 -0.094  0.443

The HOMO energy (spin up / spin down) is -14.40 / -14.78 eV. The total charge is +1. Its energy above the lowest of the compared OMol25 structures with the same formula, charge and spin is 442.94 kJ/mol. The calculation puts the strongest force on any atom at 3.46 eV Å⁻¹. The HOMO-LUMO gap (spin up / spin down) comes out at 6.7 / 7.6 eV.